Record 1
Entry from OMol25: a 2-piece molecular cluster, CH6N3O overall in a non-equilibrium geometry (the ωB97M-V functional and the def2-TZVPD basis).

Each line ends with the Mulliken charge.
Cartesian coordinates (Å):
C  0.719  0.967  0.345  0.000
N  1.378  0.030  -0.164  -0.268
N  -1.169  0.174  0.466  0.020
N  -0.943  -1.007  -0.033  -0.458
O  -2.049  0.787  -0.333  -0.355
H  0.952  1.965  0.790  0.354
H  2.396  -0.205  -0.145  0.268
H  0.703  -0.751  -0.568  0.414
H  -0.548  -1.665  0.655  0.336
H  -1.565  -1.443  -0.747  0.280
H  -2.094  1.727  -0.004  0.407

Computed properties:
LUMO ... -4.478 eV
E_tot ... -280.770982 Eh
Molecular weight ... 76.079 g/mol
Net charge ... +1
Relative energy (zero: lowest compared OMol25 entry of this formula, charge and spin) ... 426.3 kJ/mol

Record 2
Entry from OMol25: an isolated ion of composition CH6N3O and charge +1 in a non-equilibrium geometry (the ωB97M-V functional and the def2-TZVPD basis).

Each line ends with the Mulliken charge.
Cartesian coordinates (Å):
N  1.683  0.608  -0.180  -0.394
C  0.323  -0.039  0.059  0.392
N  0.100  -1.341  -0.021  -0.257
N  -0.832  0.690  0.068  -0.010
O  -1.986  -0.101  -0.099  -0.431
H  2.536  0.252  -0.719  0.263
H  1.782  1.572  -0.025  0.222
H  0.807  -2.024  0.197  0.251
H  -0.880  -1.549  -0.066  0.310
H  -0.959  1.698  0.192  0.271
H  -2.573  0.234  0.594  0.382

Computed properties:
LUMO ... -3.857 eV
E_tot ... -280.889322 Eh
Molecular weight ... 76.079 g/mol
Net charge ... +1
Relative energy (zero: lowest compared OMol25 entry of this formula, charge and spin) ... 115.6 kJ/mol
SMILES string ... NC(N)=[NH+]O

Record 3
Entry from OMol25: a 2-piece molecular cluster, CH6N3O overall in a non-equilibrium geometry (the ωB97M-V functional and the def2-TZVPD basis).

Each line ends with the Mulliken charge.
Cartesian coordinates (Å):
C  -0.095  1.232  1.430  0.342
N  0.745  2.029  1.623  -0.222
N  0.226  -1.387  -1.444  -0.050
N  -0.718  0.188  1.238  -0.543
O  -0.130  -0.093  -1.199  -0.455
H  1.018  2.849  1.280  0.279
H  0.752  -1.808  -0.755  0.310
H  0.869  -1.366  -2.129  0.286
H  -0.538  -1.927  -1.622  0.302
H  -1.624  0.177  1.729  0.251
H  -0.505  0.105  -0.150  0.501

Computed properties:
LUMO ... -3.497 eV
E_tot ... -280.839594 Eh
Molecular weight ... 76.079 g/mol
Net charge ... +1
Relative energy (zero: lowest compared OMol25 entry of this formula, charge and spin) ... 246.2 kJ/mol

Record 4
Entry from OMol25: a 2-piece molecular cluster, CH6N3O overall in a non-equilibrium geometry (the ωB97M-V functional and the def2-TZVPD basis).

Each line ends with the Mulliken charge.
Cartesian coordinates (Å):
C  0.259  0.076  -1.190  0.782
N  0.002  -1.153  -1.763  -0.337
N  0.961  0.743  -0.462  -0.590
N  -0.366  0.202  1.636  -0.602
O  -1.078  -0.287  -1.284  -0.334
H  -0.091  -1.161  -2.756  0.300
H  0.347  0.943  1.373  0.377
H  1.933  0.806  -0.756  0.255
H  -0.455  0.258  2.670  0.376
H  -0.122  -0.768  1.248  0.379
H  -1.391  0.342  1.283  0.393

Computed properties:
LUMO ... -4.029 eV
E_tot ... -280.826976 Eh
Molecular weight ... 76.079 g/mol
Net charge ... +1
Relative energy (zero: lowest compared OMol25 entry of this formula, charge and spin) ... 279.3 kJ/mol

Record 5
Entry from OMol25: a 2-piece molecular cluster, CH6N3S overall in a non-equilibrium geometry (the ωB97M-V functional and the def2-TZVPD basis).

Each line ends with the Mulliken charge.
Cartesian coordinates (Å):
C  -0.653  -1.449  -0.727  -0.159
N  0.876  1.693  0.918  -0.437
N  -1.174  -1.054  0.373  -0.048
N  0.471  -0.680  -0.987  -0.120
S  -0.586  2.134  0.660  0.133
H  1.495  2.417  1.320  0.300
H  -0.911  -0.048  0.780  0.082
H  -2.004  -1.466  0.720  0.251
H  0.766  -0.655  -2.002  0.413
H  1.243  -1.138  -0.585  0.369
H  0.477  0.245  -0.469  0.215

Computed properties:
LUMO (alpha / beta) ... -6.266 / -6.266 eV
E_tot ... -603.754064 Eh
Molecular weight ... 92.147 g/mol
Net charge ... +1
Relative energy (zero: lowest compared OMol25 entry of this formula, charge and spin) ... 379.9 kJ/mol

Record 6
Entry from OMol25: one molecule with the formula CH6N4 in a non-equilibrium geometry (the ωB97M-V functional and the def2-TZVPD basis).

Each line ends with the Mulliken charge.
Cartesian coordinates (Å):
N  -2.044  -0.298  -0.012  -0.584
N  -0.817  -0.478  0.149  -0.088
C  -0.160  0.662  0.098  -0.120
N  1.276  0.539  -0.094  -0.139
N  1.712  -0.782  -0.039  -0.427
H  -2.444  0.626  -0.495  0.202
H  -2.751  -1.120  -0.298  0.242
H  -0.808  1.605  0.187  0.286
H  1.679  1.319  0.303  0.199
H  2.707  -0.809  -0.603  0.252
H  1.650  -1.265  0.805  0.179

Computed properties:
LUMO ... 1.246 eV
E_tot ... -260.565628 Eh
Molecular weight ... 74.087 g/mol
Relative energy (zero: lowest compared OMol25 entry of this formula, charge and spin) ... 357.6 kJ/mol
SMILES string ... N/N=C/NN

Record 7
Entry from OMol25: CH6N4O as an isolated structure in a non-equilibrium geometry (the ωB97M-V functional and the def2-TZVPD basis).

Each line ends with the Mulliken charge.
Cartesian coordinates (Å):
C  5.737  -0.883  0.283  0.191
N  -6.825  -0.170  0.308  -0.161
N  6.768  -0.138  -0.054  -0.070
N  -7.728  0.618  0.304  0.168
N  5.952  0.975  0.029  -0.001
O  4.938  0.148  0.488  -0.143
H  5.475  -2.293  0.395  0.428
H  -6.792  -0.903  -0.422  0.332
H  7.703  -0.240  -0.432  0.285
H  -8.520  0.661  -0.375  0.317
H  -7.730  1.337  1.055  0.344
H  6.184  1.804  0.582  0.310

Computed properties:
LUMO ... -8.511 eV
E_tot ... -335.103777 Eh
Molecular weight ... 90.086 g/mol
Net charge ... +2
Relative energy (zero: lowest compared OMol25 entry of this formula, charge and spin) ... 13.1 kJ/mol

Record 8
Entry from OMol25: a 2-piece molecular cluster, CH6N4O3S overall in a non-equilibrium geometry (the ωB97M-V functional and the def2-TZVPD basis).

Each line ends with the Mulliken charge.
Cartesian coordinates (Å):
C  -1.450  0.292  0.134  0.583
N  -2.481  -0.106  -0.600  -0.679
N  -1.273  1.630  0.423  -0.469
N  -0.572  -0.527  0.838  -0.143
N  -0.394  -1.759  0.502  -0.369
O  2.104  -1.286  -0.546  -0.536
O  3.005  0.536  0.929  -0.600
O  1.645  1.231  -0.936  -0.487
S  1.909  -0.018  0.169  0.975
H  -2.703  -1.041  -0.725  0.233
H  -1.793  2.160  -0.315  0.293
H  -0.222  1.756  0.479  0.316
H  -0.514  -2.160  -0.456  0.263
H  2.474  1.600  -1.016  0.309
H  0.264  -2.308  1.120  0.311

Computed properties:
LUMO (alpha / beta) ... -2.446 / -1.611 eV
E_tot ... -884.507866 Eh
Molecular weight ... 154.151 g/mol
Relative energy (zero: lowest compared OMol25 entry of this formula, charge and spin) ... 248.5 kJ/mol

Repeat the fourth record exactly.
Entry from OMol25: a 2-piece molecular cluster, CH6N3O overall in a non-equilibrium geometry (the ωB97M-V functional and the def2-TZVPD basis).

Each line ends with the Mulliken charge.
Cartesian coordinates (Å):
C  0.259  0.076  -1.190  0.782
N  0.002  -1.153  -1.763  -0.337
N  0.961  0.743  -0.462  -0.590
N  -0.366  0.202  1.636  -0.602
O  -1.078  -0.287  -1.284  -0.334
H  -0.091  -1.161  -2.756  0.300
H  0.347  0.943  1.373  0.377
H  1.933  0.806  -0.756  0.255
H  -0.455  0.258  2.670  0.376
H  -0.122  -0.768  1.248  0.379
H  -1.391  0.342  1.283  0.393

Computed properties:
LUMO ... -4.029 eV
E_tot ... -280.826976 Eh
Molecular weight ... 76.079 g/mol
Net charge ... +1
Relative energy (zero: lowest compared OMol25 entry of this formula, charge and spin) ... 279.3 kJ/mol